1.
58
Properties=species:S:1:pos:R:3:forces:R:3:lowdin_charge:R:1 method="wB97M-V/def2-TZVPD" orbital_gap_ev=5.74 total_charge=+2 total_energy_ha=-2032.6037 largest_force_ha_per_bohr=0.0729 e_above_lowest_kcal_mol=60.7 lumo_ha=-0.318 spin_multiplicity=1
Pt -0.854 -0.112 -0.238 0.45 2.45 -2.80 0.9533
C 0.640 1.116 3.737 0.01 0.00 0.04 -0.0129
C -0.204 1.424 2.547 -0.04 0.38 -0.22 -0.2513
C 0.215 2.377 1.613 -0.30 0.17 -0.21 -0.0136
C -0.559 2.708 0.498 0.82 -0.21 0.72 -0.2399
C -0.157 3.843 -0.380 0.03 -0.02 -0.11 -0.0111
C -1.769 1.999 0.282 -0.31 -0.94 -0.44 -0.0991
C -2.274 1.106 1.271 0.13 0.45 0.61 -0.3640
C -3.684 0.621 1.208 -0.27 -0.05 0.03 -0.0299
C -1.451 0.813 2.376 -0.54 0.03 -0.51 -0.0410
H 0.454 1.843 4.530 -0.03 0.04 0.02 0.1109
H 1.698 1.175 3.487 0.06 -0.03 0.03 0.0858
H 0.412 0.132 4.138 0.03 -0.06 0.05 0.0890
H 1.129 2.926 1.793 0.12 -0.01 -0.01 0.1372
H -0.381 4.785 0.127 -0.03 -0.02 0.03 0.1152
H -0.694 3.846 -1.324 -0.04 0.03 -0.04 0.0719
H 0.912 3.832 -0.577 0.06 0.02 -0.01 0.0991
H -2.448 2.336 -0.498 0.07 -0.04 0.04 0.1308
H -4.083 0.652 0.195 0.03 -0.03 0.01 0.0944
H -4.303 1.277 1.825 -0.01 0.01 -0.01 0.1105
H -3.787 -0.388 1.603 0.03 -0.01 -0.04 0.0837
H -1.837 0.164 3.151 0.01 -0.14 -0.02 0.1376
C 2.776 -5.385 -3.971 -0.09 0.02 -0.03 -0.0335
C 1.390 -5.322 -4.026 0.09 -0.07 0.06 -0.0443
C 0.715 -4.363 -3.294 -0.22 0.24 0.11 -0.0857
C 1.446 -3.433 -2.554 0.09 0.46 0.52 -0.4342
C 2.837 -3.516 -2.465 -0.12 0.26 -0.21 -0.1047
C 3.497 -4.487 -3.194 0.06 -0.18 0.06 -0.0498
P 0.577 -2.122 -1.644 -0.17 1.16 -2.14 1.2961
C 1.935 -1.465 1.219 1.60 -0.30 0.24 -0.4101
C 2.669 -0.292 0.968 -0.43 -0.12 -0.08 -0.0201
C 4.045 -0.305 1.034 0.21 -0.13 -0.01 -0.0407
C 4.718 -1.488 1.325 -0.24 0.03 -0.02 -0.0286
C 4.001 -2.658 1.554 0.03 -0.14 0.03 -0.0444
C 2.623 -2.659 1.496 -0.03 0.24 0.05 -0.0264
C 0.748 -0.617 -2.602 0.15 -1.84 1.44 -0.4244
C 1.520 -0.383 -3.743 0.22 0.65 -0.94 -0.0354
C 1.313 0.788 -4.452 0.68 -0.90 -0.18 -0.0280
C 0.322 1.681 -4.069 -0.56 -0.10 0.70 0.0043
C -0.425 1.465 -2.913 -0.25 0.08 -0.12 -0.0767
C -0.169 0.351 -2.132 -0.76 0.03 2.20 -0.2525
H 3.292 -6.151 -4.529 0.09 -0.02 -0.06 0.1220
H 0.840 -6.032 -4.627 -0.04 -0.01 0.00 0.1227
H -0.365 -4.312 -3.316 -0.09 -0.07 -0.06 0.1117
H 3.378 -2.816 -1.844 0.18 0.05 -0.01 0.1040
H 4.572 -4.558 -3.153 0.11 0.00 0.04 0.1190
H 2.121 0.606 0.718 -0.02 0.12 0.02 0.0998
H 4.609 0.596 0.850 0.00 0.10 -0.03 0.1203
H 5.795 -1.508 1.353 0.13 0.03 0.05 0.1219
H 4.524 -3.576 1.780 0.04 -0.05 -0.02 0.1235
H 2.065 -3.570 1.659 0.02 -0.15 0.02 0.1086
H 2.250 -1.109 -4.069 0.02 -0.09 -0.06 0.1198
H 1.893 0.993 -5.340 0.07 -0.04 -0.04 0.1263
H 0.116 2.559 -4.662 0.06 0.12 -0.10 0.1316
H -1.199 2.173 -2.660 0.00 0.00 0.14 0.0963
O -1.722 -1.900 0.940 -0.64 -1.37 0.91 -0.5930
S -0.512 -2.483 1.549 1.15 1.85 -0.28 1.0131
N 0.573 -1.401 1.141 -1.57 -1.88 0.68 -0.3652

=====

2.
73
Properties=species:S:1:pos:R:3:forces:R:3:lowdin_charge:R:1 method="wB97M-V/def2-TZVPD" orbital_gap_ev="5.64 / 6.52" total_charge=-1 total_energy_ha=-3764.0495 largest_force_ha_per_bohr=0.1286 e_above_lowest_kcal_mol=8.8 lumo_ha="0.067 / 0.029" spin_multiplicity=6
Ru 10.757 17.080 7.613 3.75 -0.22 3.48 1.1159
C 9.688 14.502 10.635 0.43 -0.77 -0.68 -0.0176
N 10.447 13.777 9.599 1.06 0.52 -0.31 -0.0903
C 10.232 12.523 9.089 -3.08 -0.76 2.01 -0.0932
C 11.096 12.273 8.144 3.18 0.24 -1.97 -0.0674
N 12.025 13.343 8.065 -2.41 0.48 0.99 -0.0189
B 13.387 13.337 7.330 0.88 0.43 -0.61 -0.4455
N 13.794 14.658 6.508 -0.65 2.39 -0.86 0.0000
C 15.114 15.124 6.176 -1.48 -1.24 0.49 -0.0332
C 14.961 16.306 5.556 0.60 2.54 -0.77 -0.0711
N 13.628 16.678 5.520 -0.37 -1.89 0.86 -0.0994
C 13.052 17.952 5.088 1.28 0.30 0.74 -0.0278
C 12.927 15.632 6.088 0.64 -0.36 -0.39 -0.6032
S 11.150 15.572 6.094 2.16 -2.44 -3.09 0.6464
C 11.541 14.283 8.934 -0.10 -1.30 0.03 -0.7349
S 12.188 15.804 9.226 0.78 1.11 0.62 0.7166
H 9.454 13.855 11.461 0.00 -0.57 0.26 0.0825
H 8.770 14.859 10.209 -0.35 0.42 -0.19 0.0641
H 10.304 15.300 11.008 0.14 0.42 -0.10 0.0517
H 9.438 11.854 9.471 0.55 0.75 -0.36 0.1353
H 11.235 11.428 7.496 -0.07 -0.17 0.11 0.1149
H 13.403 12.476 6.454 -0.04 -0.20 0.74 0.0731
H 14.213 13.378 8.208 0.28 -0.67 -0.11 0.0747
H 16.017 14.534 6.389 -0.80 0.47 -0.07 0.1274
H 15.651 17.085 5.145 -0.33 -1.28 0.64 0.1436
H 13.669 18.376 4.302 -0.12 -0.21 -0.39 0.0942
H 13.067 18.691 5.892 0.09 -0.31 0.15 0.0719
H 12.038 17.803 4.825 -0.87 -0.20 -0.65 0.0421
F 14.128 19.683 9.655 0.24 -1.44 -1.38 0.0308
B 14.160 18.807 8.470 -0.44 1.90 0.97 -1.1651
F 14.855 19.541 7.445 -0.70 -0.73 0.43 0.0579
F 14.700 17.570 8.676 0.24 0.10 0.07 0.1304
F 12.746 18.632 8.097 0.69 0.23 -0.13 -0.0502
C 9.500 24.461 9.532 0.45 -0.19 -0.50 -0.0400
C 10.765 23.689 9.124 0.04 -0.21 -0.19 -0.2028
C 12.005 24.244 9.362 2.70 0.41 -0.10 -0.0741
C 13.209 23.562 9.023 -0.40 -1.98 -0.75 -0.6305
Cl 14.856 24.114 9.256 -0.39 0.82 0.38 0.6113
C 13.201 22.271 8.430 -1.45 0.70 0.10 -0.0961
C 11.941 21.730 8.159 -1.19 -0.11 -1.14 0.0188
C 10.758 22.423 8.471 0.54 0.54 1.20 -0.2220
O 9.523 21.864 8.355 -0.94 0.05 -0.39 -0.0593
C 9.276 20.939 7.321 0.28 -1.51 1.07 -0.0769
C 9.666 19.455 7.769 0.09 0.32 -1.22 -0.5945
O 10.073 18.669 6.792 -0.84 4.40 -1.41 -0.2762
O 9.576 19.003 8.894 -0.20 1.10 0.49 0.0261
H 9.258 25.197 8.716 0.07 -0.56 0.89 0.0889
H 9.670 24.994 10.504 -0.25 -0.46 -0.95 0.0848
H 8.678 23.734 9.610 0.15 0.50 0.13 0.0687
H 12.185 25.258 9.773 -0.63 -0.69 -0.08 0.1150
H 14.076 21.673 8.163 -0.13 0.55 0.27 0.0936
H 11.762 20.805 7.546 0.87 0.75 1.07 0.1198
H 9.818 21.242 6.426 -0.07 -0.31 -0.19 0.1275
H 8.186 20.888 7.148 0.46 0.32 0.01 0.1363
C 2.361 10.817 9.804 0.79 -1.45 -0.28 -0.0824
C 3.369 11.821 9.263 1.24 -0.42 0.17 -0.7098
O 4.584 11.736 9.348 -1.95 -0.46 0.32 0.0120
S 2.623 13.231 8.420 0.32 -0.54 0.45 0.9888
C 4.196 14.015 8.208 -1.50 0.81 -0.49 -0.5782
C 5.023 13.499 7.229 1.07 0.63 1.05 -0.1147
C 6.283 14.069 7.125 1.26 1.59 -1.23 -0.0081
C 6.627 15.324 7.756 -3.62 -2.08 2.86 -0.2081
C 5.610 15.868 8.699 1.19 -0.77 -1.83 -0.0088
C 4.421 15.202 8.919 -0.79 0.34 -0.24 -0.1087
C 7.921 15.795 7.897 2.70 1.62 -2.11 -0.1024
C 9.033 16.325 7.652 -5.76 -2.73 1.75 -0.2660
H 1.557 10.678 9.062 0.12 0.17 0.52 0.0718
H 1.992 11.144 10.766 -0.37 0.39 0.05 0.0722
H 2.821 9.801 10.025 -0.24 1.33 -0.55 0.1026
H 4.772 12.587 6.716 -0.07 -0.02 -0.16 0.1087
H 7.018 13.674 6.385 -0.55 0.17 0.84 0.1275
H 5.804 16.827 9.139 0.19 0.18 0.29 0.1044
H 3.557 15.638 9.528 1.60 -0.72 -0.68 0.1253

=====

3.
65
Properties=species:S:1:pos:R:3:forces:R:3:lowdin_charge:R:1 method="wB97M-V/def2-TZVPD" orbital_gap_ev=10.06 total_energy_ha=-4079.9285 smiles=ClC(Cl)Cl.ClC(Cl)Cl.c1ccncc1.c1ccncc1.c1ccncc1.c1ccncc1.c1ccncc1 largest_force_ha_per_bohr=0.0317 e_above_lowest_kcal_mol=4.7 lumo_ha=0.022 spin_multiplicity=1
Cl 0.935 1.781 -1.290 -0.45 0.00 0.03 0.5391
C -0.419 1.491 -0.169 0.72 0.01 0.26 -1.5066
Cl 0.048 2.153 1.417 -0.23 -0.18 -0.07 0.5405
Cl -0.747 -0.242 -0.064 -0.01 0.31 -0.04 0.5541
H -1.299 2.039 -0.485 0.01 -0.01 -0.10 -0.0750
Cl -5.907 2.769 -0.803 -0.35 0.42 0.01 0.5448
C -4.690 1.596 -1.218 0.26 -0.37 0.39 -1.5301
Cl -3.862 1.050 0.268 -0.16 0.08 -0.35 0.5297
Cl -3.555 2.231 -2.404 0.03 -0.10 -0.01 0.5621
H -5.188 0.735 -1.644 0.10 -0.02 -0.03 0.0122
C -3.938 -5.065 0.608 -0.29 -1.00 -0.46 -0.0955
C -3.148 -3.997 0.287 0.27 1.23 1.03 -0.0623
C -3.096 -2.940 1.223 0.87 -0.99 -0.30 -0.1576
N -3.742 -2.927 2.377 -0.59 -0.13 -0.18 0.0586
C -4.579 -3.955 2.601 0.29 -0.16 0.24 -0.1551
C -4.687 -5.067 1.782 0.01 0.80 -0.30 -0.0741
H -3.962 -5.930 -0.048 -0.08 0.04 0.03 0.1044
H -2.477 -3.920 -0.558 -0.21 -0.28 -0.22 0.0947
H -2.317 -2.203 1.065 -0.35 0.45 0.07 0.0510
H -5.128 -3.939 3.535 -0.03 0.18 0.03 0.0990
H -5.382 -5.858 2.020 0.12 -0.13 0.06 0.0985
C -2.902 6.870 -0.448 -0.44 -0.19 0.47 -0.0738
C -3.143 6.146 0.713 0.47 -0.83 0.14 -0.0614
C -2.622 4.858 0.780 0.19 -0.59 -0.55 -0.1469
N -1.923 4.281 -0.203 0.24 0.17 0.05 0.0289
C -1.639 5.005 -1.281 -0.13 0.41 0.49 -0.1637
C -2.127 6.296 -1.443 0.08 0.21 -0.35 -0.0678
H -3.370 7.841 -0.543 0.27 0.12 -0.22 0.1052
H -3.678 6.492 1.585 -0.17 0.37 -0.22 0.1021
H -2.746 4.177 1.615 -0.31 0.37 0.30 0.1008
H -0.952 4.563 -1.993 -0.21 -0.07 -0.19 0.1011
H -1.896 6.845 -2.346 -0.01 0.01 0.01 0.1019
C 2.072 -4.973 0.166 0.92 -0.02 0.63 -0.0871
C 1.360 -5.533 -0.859 -0.40 -0.27 -0.94 -0.0829
C 0.668 -4.707 -1.744 -0.43 0.34 0.43 -0.1628
N 0.628 -3.382 -1.624 0.91 0.06 0.57 0.0595
C 1.409 -2.857 -0.650 -1.00 -0.08 -0.07 -0.1681
C 2.133 -3.592 0.278 -0.47 0.36 -0.77 -0.0595
H 2.623 -5.621 0.840 -0.06 0.10 0.08 0.1071
H 1.342 -6.603 -1.028 -0.03 0.00 0.17 0.1013
H 0.020 -5.106 -2.517 0.20 -0.21 -0.09 0.1015
H 1.322 -1.788 -0.508 0.26 0.07 -0.33 0.0437
H 2.676 -3.006 1.004 0.16 -0.46 0.29 0.1042
C 4.629 -1.013 -4.552 -0.21 0.45 -0.53 -0.0876
C 3.678 -2.012 -4.584 0.27 -0.24 0.48 -0.0691
C 2.395 -1.732 -4.099 0.86 0.06 -0.55 -0.1515
N 2.043 -0.508 -3.740 -0.55 0.23 0.44 0.0581
C 2.932 0.486 -3.810 -0.25 -0.65 -0.17 -0.1792
C 4.225 0.276 -4.232 0.63 0.21 0.37 -0.0804
H 5.659 -1.193 -4.832 -0.04 -0.11 -0.07 0.1035
H 3.999 -2.995 -4.907 -0.35 -0.13 0.13 0.0987
H 1.673 -2.530 -3.992 -0.24 0.11 -0.02 0.0865
H 2.594 1.463 -3.489 -0.05 0.07 -0.11 0.0634
H 4.936 1.094 -4.243 -0.04 -0.02 0.00 0.1008
C 2.501 1.700 4.035 -0.28 -0.22 -0.34 -0.1017
C 3.550 1.780 3.142 0.29 0.29 0.09 -0.0773
C 4.793 2.211 3.606 -0.45 -0.09 -0.05 -0.1532
N 5.005 2.549 4.875 -0.36 -0.14 -0.11 0.0500
C 3.964 2.440 5.714 0.61 0.22 0.47 -0.1626
C 2.698 2.004 5.376 0.06 0.06 -0.73 -0.0674
H 1.548 1.410 3.609 -0.14 -0.08 0.43 0.0580
H 3.368 1.562 2.098 0.18 -0.02 -0.02 0.0946
H 5.621 2.307 2.914 0.13 0.01 0.09 0.1000
H 4.190 2.747 6.729 -0.10 -0.07 0.07 0.0998
H 1.888 1.945 6.087 0.08 0.04 0.13 0.1007